[1]
Entry from OMol25: a 2-piece molecular cluster, C5H4Br2N2 overall in a non-equilibrium geometry (ωB97M-V/def2-TZVPD).

Summary:
energy above the lowest of the compared OMol25 structures with the same formula, charge and spin: 127.0 kcal per mole
lowest unoccupied orbital energy: -0.0249 hartree
largest force on an atom: 0.060 Eh/bohr
HOMO-LUMO gap: 7.1 eV

The geometry in ORCA input format:
```
! wB97M-V def2-TZVPD RIJCOSX def2/J DEFGRID3
* xyz 0 1
Br -2.053 2.371 0.231
Br -3.388 -2.017 -0.170
N 0.032 0.701 0.042
N 0.856 1.683 -0.465
C -1.238 0.738 0.309
C 1.976 1.146 -0.806
C -2.070 -1.653 1.032
C 0.711 -0.537 -0.042
C 1.982 -0.255 -0.464
H 2.892 -0.778 -0.696
H 0.066 -1.337 0.265
H -2.414 -1.858 2.026
H 2.647 1.797 -1.262
*
```

***

[2]
Entry from OMol25: a 4-piece molecular cluster, C26H23ClN2O12 overall in a non-equilibrium geometry (ωB97M-V/def2-TZVPD).

Summary:
structure (SMILES): CC[C@H](Cl)[C@](C)(C#N)CC#N.O=C1C=C(O)C(=O)C=C1O.O=C1C=C(O)C(=O)C=C1O.O=C1C=C(O)C(=O)C=C1O
lowest unoccupied orbital energy: -0.0659 hartree
largest force on an atom: 0.246 Eh/bohr
HOMO-LUMO gap: 7.9 eV

The geometry in ORCA input format:
```
! wB97M-V def2-TZVPD RIJCOSX def2/J DEFGRID3
* xyz 0 1
Cl 2.659 -3.515 0.429
O -1.753 1.024 2.591
O -2.882 4.992 0.281
O 1.034 -6.710 1.275
O 2.265 -11.258 1.673
O -2.090 8.321 -5.940
O -4.790 7.883 -6.165
O 3.580 -5.796 1.740
O 4.792 -10.341 2.226
O -4.329 5.035 -2.419
O -4.444 5.601 2.454
O -3.384 1.591 4.725
O -1.646 5.542 -2.140
N 4.927 1.442 -0.393
N 0.913 1.641 -0.205
C -1.804 6.951 -4.034
C 3.297 -7.149 1.747
C 1.589 -9.002 1.455
C 1.579 0.728 0.466
C 1.758 -1.278 -2.929
C -2.593 7.573 -5.109
C -2.379 2.076 2.535
C 1.892 -7.562 1.476
C 1.264 -1.779 -1.426
C -2.380 6.128 -3.154
C -2.283 2.986 1.384
C 4.446 0.674 0.562
C 3.682 -0.328 1.662
C -3.843 4.533 2.496
C 1.181 -1.336 2.070
C 2.454 -1.782 -0.298
C 3.941 -9.489 1.993
C 4.250 -8.051 1.990
C -4.050 7.275 -5.168
C -4.625 6.450 -4.290
C -3.832 5.809 -3.230
C 2.543 -9.903 1.694
C -2.966 4.133 1.361
C 2.223 -0.737 0.953
C -3.278 2.463 3.657
C -3.958 3.611 3.636
H -4.613 3.905 4.446
H 2.806 -0.758 -2.934
H -0.749 7.190 -3.992
H 0.897 -2.904 -1.581
H -2.286 4.991 -1.639
H 0.449 -2.151 1.631
H 1.701 -1.759 3.032
H 0.308 -1.166 -1.143
H 0.968 -0.486 -3.332
H 5.275 -7.764 2.191
H 1.837 -2.203 -3.660
H 2.727 -5.351 1.543
H 3.487 -1.551 -0.843
H -2.795 0.836 4.504
H 0.568 -9.289 1.239
H 3.117 -11.702 1.877
H -1.640 2.684 0.567
H 4.328 -1.279 1.905
H -5.683 6.223 -4.323
H -3.465 5.750 0.504
H 3.456 0.335 2.629
H 0.496 -0.425 2.420
H -4.148 8.429 -6.670
*
```

***

[3]
Entry from OMol25: C5H6N2O as an isolated structure in a non-equilibrium geometry (ωB97M-V/def2-TZVPD).

Summary:
energy above the lowest of the compared OMol25 structures with the same formula, charge and spin: 104.0 kcal per mole
lowest unoccupied orbital energy: 0.0146 hartree
largest force on an atom: 0.152 Eh/bohr
HOMO-LUMO gap: 8.1 eV

The geometry in ORCA input format:
```
! wB97M-V def2-TZVPD RIJCOSX def2/J DEFGRID3
* xyz 0 1
O -2.449 -1.032 0.025
N -1.365 1.139 0.098
N 1.999 0.106 -0.177
C -0.019 -0.538 0.128
C -1.337 -0.242 0.063
C 1.321 -1.216 -0.014
C -0.156 1.803 -0.047
C 0.741 0.709 -0.026
H 1.741 -1.549 0.927
H -0.049 2.920 0.101
H 1.470 -2.055 -0.739
H 2.443 0.211 0.715
H -2.070 -1.966 -0.507
H -2.270 1.711 -0.546
*
```

***

[4]
Entry from OMol25: a 2-piece molecular cluster, C8H6Cl3P overall in a non-equilibrium geometry (ωB97M-V/def2-TZVPD).

Summary:
lowest unoccupied orbital energy (spin up / spin down): -0.0450 / -0.0159 hartree
largest force on an atom: 0.049 Eh/bohr
HOMO-LUMO gap (spin up / spin down): 7.4 / 7.9 eV

The geometry in ORCA input format:
```
! wB97M-V def2-TZVPD RIJCOSX def2/J DEFGRID3
* xyz 0 1
Cl -2.766 1.348 -1.410
Cl 0.745 5.275 0.333
Cl 0.637 3.892 -2.518
P -0.565 4.858 -1.220
C 0.421 -2.896 0.765
C 0.246 -1.981 1.779
C -0.232 1.160 -0.187
C 0.232 -1.210 -0.905
C 0.033 -0.248 0.072
C -1.296 1.686 -0.734
C 0.493 -2.513 -0.522
C 0.006 -0.629 1.428
H 0.580 1.832 0.339
H 0.062 -2.470 2.741
H 0.202 -0.933 -2.007
H -0.084 0.071 2.273
H 0.629 -3.281 -1.225
H 0.657 -3.961 0.996
*
```

***

[5]
Entry from OMol25: C19H28N5O4S2Se2Ti as an isolated structure in a non-equilibrium geometry (ωB97M-V/def2-TZVPD).

Summary:
energy above the lowest of the compared OMol25 structures with the same formula, charge and spin: 14.5 kcal per mole
lowest unoccupied orbital energy (spin up / spin down): 0.0867 / 0.0798 hartree
largest force on an atom: 0.031 Eh/bohr
HOMO-LUMO gap (spin up / spin down): 5.4 / 6.4 eV

The geometry in ORCA input format:
```
! wB97M-V def2-TZVPD RIJCOSX def2/J DEFGRID3
* xyz -1 3
Se -3.295 -0.584 1.030
Se -1.576 0.200 3.242
Ti -0.196 0.197 -0.312
S 2.639 0.039 -1.958
S -1.599 -1.391 -2.870
O 1.257 0.125 0.455
O 1.327 0.191 -2.661
O -2.642 2.633 -2.471
O -0.988 1.544 -1.751
N -0.980 2.029 1.198
N -2.242 1.869 -1.624
N -1.483 -4.053 -2.434
N -3.490 -3.290 -2.749
N -0.936 -1.832 0.301
C 3.389 1.700 -1.945
C 2.736 2.634 -2.955
C -1.496 4.306 2.698
C 3.877 -0.822 -2.987
C -1.659 -4.401 1.070
C -0.413 -4.165 0.489
C -0.117 -2.874 0.109
C -1.649 3.051 3.249
C -1.376 1.918 2.473
C -3.729 -4.690 -2.463
C 4.984 -1.341 -2.072
C -1.088 4.414 1.375
C 4.512 -2.427 -1.109
C -2.185 -2.929 -2.681
C -2.149 -2.048 0.841
C -2.529 -3.346 1.231
C -2.298 -5.230 -2.234
C -0.854 3.250 0.669
C 3.056 2.298 -4.406
H -3.502 -3.485 1.681
H 5.793 -1.727 -2.698
H -2.045 -6.018 -2.947
H 0.828 -2.634 -0.370
H -2.176 -5.629 -1.223
H -1.988 2.925 4.267
H 4.136 2.263 -4.582
H 3.742 -2.050 -0.436
H 1.654 2.597 -2.809
H -4.197 -2.594 -2.895
H -4.347 -4.812 -1.570
H 4.096 -3.274 -1.661
H 2.632 3.046 -5.077
H 5.340 -2.797 -0.504
H 5.413 -0.509 -1.504
H -1.705 5.191 3.287
H 2.624 1.334 -4.678
H -0.553 3.278 -0.369
H 4.261 -0.186 -3.786
H -0.495 -4.007 -2.280
H 3.059 3.653 -2.724
H 3.225 2.058 -0.928
H -0.971 5.376 0.895
H 4.465 1.590 -2.107
H -1.939 -5.397 1.393
H -4.225 -5.195 -3.294
H 0.305 -4.962 0.341
H 3.328 -1.650 -3.444
*
```

***

[6]
Entry from OMol25: C47H107ClN6O3 as an isolated structure in a non-equilibrium geometry (ωB97M-V/def2-TZVPD).

Summary:
energy above the lowest of the compared OMol25 structures with the same formula, charge and spin: 120.5 kcal per mole
lowest unoccupied orbital energy: -0.3527 hartree
largest force on an atom: 0.143 Eh/bohr
HOMO-LUMO gap: 0.7 eV

The geometry in ORCA input format:
```
! wB97M-V def2-TZVPD RIJCOSX def2/J DEFGRID3
* xyz 4 1
Cl 3.236 2.442 0.852
O 0.427 -3.131 2.530
O -0.966 1.062 2.562
O -0.967 -1.733 3.630
N -7.847 -3.067 8.762
N 1.685 0.772 4.136
N 10.899 -0.533 -3.225
N 0.485 -1.266 -1.457
N 3.726 6.511 0.052
N -8.724 -1.243 -7.791
C 12.331 -2.478 -3.988
C -7.221 -0.917 7.368
C 3.139 1.039 4.440
C -8.432 -4.406 8.513
C 1.083 2.119 3.713
C -6.578 -0.424 6.107
C -7.718 -0.416 -8.703
C -0.474 1.957 3.596
C 2.160 6.755 1.782
C 10.618 0.133 -4.477
C -7.150 0.726 -7.813
C -7.717 -3.795 -7.857
C 2.926 -1.332 -2.004
C 4.280 -0.796 -1.485
C -10.041 -1.669 -8.538
C 10.157 -1.801 -3.042
C 9.271 0.690 -1.676
C 3.795 8.001 0.491
C 1.093 0.116 5.329
C 2.265 6.125 0.394
C -7.671 -2.428 7.374
C -1.467 -3.894 3.811
C 0.119 -2.674 -1.709
C 12.337 -1.128 -3.213
C 4.056 6.490 -1.363
C 3.878 5.097 -2.028
C 10.814 -2.825 -3.976
C -0.438 -0.937 -0.299
C -8.099 -2.159 -6.964
C -9.344 -0.070 -6.638
C -6.609 -3.230 9.472
C -6.632 -4.536 -8.133
C 10.752 0.327 -1.987
C 1.904 -1.061 -0.937
C -0.469 -2.794 3.247
C 3.994 5.512 -3.525
C -9.922 -4.194 8.199
C -10.275 -2.824 8.891
C 3.126 7.951 1.868
C 9.134 1.139 -0.222
C 0.181 -0.295 -2.573
C -1.367 -2.818 -1.446
C -8.957 -2.346 9.588
C -8.313 1.060 -6.634
C 4.722 5.771 0.856
C 1.733 -0.208 2.948
C -1.787 -1.502 -0.760
H -10.576 -4.995 8.497
H 10.397 -2.140 -2.037
H 3.018 1.580 5.372
H 3.513 1.776 3.754
H -9.468 -0.659 -5.678
H -6.996 -3.059 6.861
H 0.416 -2.976 -2.705
H -10.348 0.153 -7.129
H -6.708 -3.965 10.278
H -6.778 0.693 6.000
H -1.248 0.322 2.972
H 11.080 -0.192 -1.114
H 1.191 2.901 4.469
H -8.399 -4.936 9.424
H -7.812 1.214 -5.740
H 1.873 0.007 -0.759
H -0.864 -0.294 -2.786
H -6.802 1.466 -8.491
H 4.823 -1.356 -0.709
H -6.146 -2.293 9.952
H -8.858 -2.713 10.604
H -0.816 -4.741 3.851
H 8.813 0.322 0.458
H -10.207 -4.063 7.180
H 8.703 -0.223 -1.913
H -7.074 -1.906 -6.595
H 0.066 -0.122 5.173
H 3.753 7.857 2.735
H -0.404 0.154 -0.141
H 5.703 6.235 0.630
H 8.523 2.060 -0.142
H 5.079 6.818 -1.505
H -1.525 -3.669 -0.778
H -8.861 1.808 -7.114
H -5.488 -0.686 6.098
H 1.744 -0.724 5.596
H -1.891 -3.130 -2.317
H -8.578 -2.389 6.791
H 4.677 4.462 -1.679
H -0.855 2.997 3.311
H 8.981 1.482 -2.340
H -0.533 -2.340 -15.936
H 1.624 6.605 -0.347
H -8.896 -4.238 -7.772
H 1.166 0.934 6.081
H -10.649 -2.140 8.166
H 10.519 -0.604 -5.267
H 2.850 4.734 -1.794
H -10.842 -2.065 -7.879
H 3.706 4.668 -4.131
H 3.362 7.119 -1.941
H -8.054 -0.222 7.531
H 4.442 5.878 1.889
H -8.199 0.006 -9.547
H -6.973 -5.415 -7.468
H -9.708 -2.409 -9.372
H 12.719 -2.276 -4.986
H 1.573 2.335 2.773
H 4.933 -0.811 -2.338
H 11.366 0.847 -4.747
H 3.041 -2.483 -2.145
H 0.580 0.639 -2.198
H 3.178 8.505 -0.216
H -2.231 -0.812 -1.416
H 4.831 8.272 0.413
H 0.750 -3.170 -0.993
H 5.038 5.680 -3.785
H -10.318 -0.807 -9.168
H -8.707 -2.888 -6.293
H -0.939 1.590 4.517
H -2.219 -3.733 3.035
H 12.904 -0.404 -3.770
H 12.979 -3.226 -3.516
H -6.286 0.261 -7.336
H -6.572 -0.729 8.227
H -11.109 -2.806 9.609
H -7.960 -5.039 7.758
H -7.036 -1.123 -9.030
H 12.693 -1.103 -2.154
H -1.838 -3.619 4.785
H 2.265 5.035 0.431
H 4.312 0.239 -1.112
H 9.095 -1.605 -3.251
H 10.134 1.406 0.169
H 2.263 -1.078 3.294
H 2.509 8.816 2.041
H 2.040 -1.618 0.045
H 1.176 6.994 2.034
H -2.727 -13.101 0.362
H -5.833 -3.599 8.767
H -0.051 -1.461 0.567
H 9.653 0.617 -4.428
H -2.462 -1.641 0.113
H 11.415 1.152 -2.051
H 10.372 -2.776 -4.962
H 4.682 4.720 0.441
H 2.771 -0.862 -2.934
H 0.617 -0.638 -3.489
H 3.724 0.111 4.393
H 3.382 6.345 -3.805
H -8.841 -1.270 9.510
H -5.647 -4.611 -8.752
H 2.246 0.330 2.154
H 0.797 -0.513 2.532
H 10.714 -3.780 -3.434
H -7.101 -0.813 5.234
H 2.520 6.045 2.513
*
```